Record 1
# CH12BrN2O5Pt

CH12BrN2O5Pt as an isolated structure at a distorted geometry (ωB97M-V/def2-TZVPD, the Open Molecules 2025 dataset).

Summary:
Spin multiplicity   3
Charge   +1
<S²>   2.004
HOMO energy (spin up / spin down)   -11.1649 / -11.3401 eV
DFT total energy   -3224.11692 hartree

```
22
Properties=species:S:1:pos:R:3:forces:R:3:mulliken_spin:R:1
Pt 0.64695 -1.30753 -0.36612 0.68 -1.14 -0.79 1.544
Br 1.88553 -3.41749 -1.33195 -0.59 0.84 0.48 0.205
C -0.95448 1.63917 0.58934 -0.04 -0.56 0.09 0.009
O -0.38634 0.68715 0.01383 -0.58 1.11 0.10 0.047
N -0.32789 2.39175 1.51943 -0.47 -0.18 -0.40 0.000
N -2.26832 1.91394 0.34728 0.70 -0.15 0.01 0.001
H 0.65461 2.25404 1.66088 0.04 0.06 0.12 0.000
H -0.83065 3.13580 1.96672 0.30 0.14 0.18 0.000
H -2.65326 1.43483 -0.44503 -0.23 0.06 0.00 0.000
H -2.68955 2.77867 0.63621 -0.06 0.03 -0.04 0.000
O -0.08760 -2.00377 1.58590 -0.42 -0.36 0.97 0.042
H -0.60905 -2.78741 1.80533 0.16 -0.04 -0.23 0.000
H -0.03110 -1.48123 2.39505 0.03 0.04 -0.14 0.004
O -1.14604 -1.62071 -1.70770 -0.69 -0.36 -0.35 0.045
H -1.83504 -0.96500 -1.86125 0.10 0.05 0.12 0.001
H -1.51485 -2.47344 -1.97915 0.29 0.00 0.07 0.000
O 2.39084 -0.34951 0.71984 0.54 0.64 0.48 0.050
H 2.89913 0.28301 0.19556 -0.03 -0.20 -0.08 -0.002
H 2.90835 -0.51167 1.51994 -0.07 -0.31 -0.16 0.004
O 1.27105 -0.09303 -2.11565 0.48 0.77 -0.77 0.048
H 0.95916 0.81667 -2.20558 -0.08 -0.13 0.09 0.000
H 1.71853 -0.32424 -2.94289 -0.05 -0.32 0.23 0.003
```
Positions in Å, forces in eV/Å.

Record 2
# CH12F3Na4O9S

CH12F3Na4O9S as an isolated structure at a distorted geometry (ωB97M-V/def2-TZVPD, the Open Molecules 2025 dataset).

Summary:
Spin multiplicity   2
Charge   +4
<S²>   0.756
HOMO energy (spin up / spin down)   -20.9823 / -20.9822 eV
DFT total energy   -2068.00795 hartree

```
30
Properties=species:S:1:pos:R:3:forces:R:3:mulliken_spin:R:1
Na 1.06563 -3.98879 -0.22912 -0.17 -0.14 0.09 0.000
Na -4.38678 -0.36798 -2.34425 -0.62 0.01 0.26 0.000
Na 2.49129 -2.19625 3.03090 -0.36 0.48 0.56 0.000
Na -0.13624 3.14557 0.86864 0.07 0.12 -0.28 0.000
C -0.80724 -0.78979 -1.26750 0.16 1.26 1.57 0.000
F 0.20330 -0.23371 -1.94372 -0.59 -1.02 -0.68 -0.003
F -1.88580 0.01492 -1.41796 0.10 -0.33 -0.17 0.000
F -1.16210 -2.01388 -1.65783 0.80 0.66 -0.04 0.000
S -0.24997 -0.67677 0.55621 -1.57 -0.53 3.46 0.001
O 0.37009 0.65000 0.75969 -0.29 -0.63 -0.97 0.002
O -1.43827 -0.84730 1.41103 1.22 0.25 -2.61 0.002
O 0.70958 -1.77727 0.74493 0.14 0.03 -1.18 0.004
O 1.84654 -0.38186 -5.01278 0.46 1.33 0.79 0.797
H 1.22372 -0.98291 -4.60405 -0.95 -0.80 0.72 -0.021
H 2.06946 -0.79718 -5.84587 0.75 -0.48 -1.82 -0.016
O -4.19682 0.01016 1.07432 0.00 0.06 -0.97 0.000
H -4.25672 0.56663 1.85084 -0.34 0.15 0.33 0.000
H -3.26389 -0.18764 0.99220 0.27 -0.24 0.40 0.000
O 2.60468 0.39859 -0.80907 0.20 -0.21 -0.69 0.251
H 3.49578 0.59840 -0.52226 0.81 0.18 -0.13 -0.005
H 2.08174 0.43123 -0.00801 -0.61 0.09 0.50 -0.013
O 2.27281 0.22792 3.07856 0.41 -0.35 -0.28 0.000
H 2.95615 0.75377 3.49419 0.44 0.27 0.47 0.000
H 1.84825 0.82765 2.46511 -0.15 0.05 -0.31 0.000
O -0.66665 3.08969 -1.57156 0.15 -0.20 0.94 0.000
H -1.59634 3.11731 -1.34544 -0.55 0.31 -0.31 0.000
H -0.63123 2.57723 -2.37924 0.23 0.06 -0.32 0.000
O -0.18976 -0.65831 3.82714 0.36 -0.37 0.05 0.000
H 0.45537 0.03398 3.68304 0.09 0.14 0.47 0.000
H -0.82671 -0.54337 3.12193 -0.46 -0.15 0.15 0.000
```
Positions in Å, forces in eV/Å.

Record 3
# CH12N2O4

CH12N2O4 as an isolated structure at a distorted geometry (ωB97M-V/def2-TZVPD, the Open Molecules 2025 dataset).

Summary:
Spin multiplicity   1
HOMO energy   -9.7087 eV
DFT total energy   -455.46391 hartree

```
19
Properties=species:S:1:pos:R:3:forces:R:3:mulliken_charge:R:1
N -0.71567 0.05821 -1.18791 -0.63 0.71 1.70 -0.480
C -1.53338 -0.62242 -0.21086 2.41 -0.49 -1.95 -0.505
N -1.07013 -0.45034 1.17740 -1.08 -1.19 -1.13 -0.130
H 0.21089 -0.33688 -1.33725 -0.10 -0.26 -0.42 0.410
H -1.46027 -1.66645 -0.49533 -0.59 -0.15 0.55 0.531
H -2.52504 -0.19070 -0.39657 -0.41 -0.06 0.62 0.324
H -1.00783 0.54017 1.45276 0.89 1.39 0.17 0.289
H 1.02395 -3.04918 0.19085 0.00 -0.06 0.20 0.279
H -0.66322 1.02596 -0.85563 0.08 0.18 -0.65 0.341
O 0.69946 -2.15451 0.04041 -0.29 0.01 0.28 -0.570
H 0.81127 2.28120 0.38184 0.32 0.05 0.20 0.392
H 1.90545 1.31676 -0.05650 0.14 -0.22 -0.18 0.356
O 1.78035 2.21136 0.28832 -0.27 0.03 -0.03 -0.676
H -1.64545 -1.01897 1.79579 -0.17 0.23 0.17 0.260
H -1.52529 2.81045 0.93559 0.05 0.21 -0.04 0.185
O -0.98879 2.05438 0.67343 -0.45 -0.92 0.47 -0.763
H 1.49224 -1.51354 -0.39700 0.38 0.61 -0.08 0.379
H 3.08445 -0.69561 -0.95457 -0.24 -0.33 0.00 0.218
O 2.12700 -0.59988 -1.04477 -0.04 0.26 0.11 -0.838
```
Positions in Å, forces in eV/Å.

Record 4
# CH12NO3

A 4-piece molecular cluster, CH12NO3 overall at a distorted geometry (ωB97M-V/def2-TZVPD, the Open Molecules 2025 dataset).

Summary:
Spin multiplicity   1
Charge   +1
HOMO energy   -15.3354 eV
DFT total energy   -325.54379 hartree

```
17
Properties=species:S:1:pos:R:3:forces:R:3:mulliken_charge:R:1
C -1.09651 -1.15391 -0.35655 0.54 0.46 -0.16 -0.821
N -0.11744 -0.43354 0.53390 -2.35 0.81 0.53 -0.128
H -2.03237 -1.32243 0.16946 0.24 -0.33 0.08 0.331
H -0.61586 -2.02689 -0.75970 -0.07 -0.52 0.13 0.346
H -1.30292 -0.51984 -1.19509 -0.17 0.45 -0.38 0.322
H -0.73955 0.13568 1.15312 0.24 -0.26 0.09 0.391
H 0.34222 -1.10926 1.14121 0.76 0.49 -0.39 0.359
H 0.39383 0.35409 0.05494 1.01 -1.12 0.09 0.231
H 2.27445 1.78654 -0.40619 -0.05 -0.30 0.18 0.320
H 1.10249 2.18617 -1.27131 -0.14 -0.08 0.19 0.316
O 1.31397 1.70053 -0.46119 -0.03 0.55 -0.40 -0.681
H 2.95185 -1.60966 -0.87547 -0.06 0.14 0.16 0.305
H 2.43242 -1.10275 -2.17876 -0.16 0.20 -0.02 0.312
O 2.33593 -0.95324 -1.22949 0.25 -0.48 -0.11 -0.571
H -2.91675 0.82298 2.18644 0.03 0.00 0.06 0.315
H -2.24477 2.08826 1.65303 0.08 0.01 0.03 0.311
O -2.08098 1.15727 1.84166 -0.12 -0.03 -0.08 -0.657
```
Positions in Å, forces in eV/Å.

Record 5
# CH12NO3

A 4-piece molecular cluster, CH12NO3 overall at a distorted geometry (ωB97M-V/def2-TZVPD, the Open Molecules 2025 dataset).

Summary:
Spin multiplicity   1
Charge   +1
HOMO energy   -14.3352 eV
DFT total energy   -325.50539 hartree

```
17
Properties=species:S:1:pos:R:3:forces:R:3:mulliken_charge:R:1
C -0.74700 0.73582 0.07083 2.25 2.36 -2.08 -0.777
N -0.72891 -0.72521 -0.13094 -1.97 0.36 -0.81 -0.206
H -1.71290 1.19023 -0.32076 1.34 -0.65 0.58 0.341
H 0.17779 1.09152 -0.62719 -2.32 -0.06 1.99 0.283
H -0.55868 1.00009 1.13487 -0.27 -0.27 -0.88 0.277
H -1.77237 -0.95717 0.14817 2.23 -1.41 -0.68 0.425
H -0.43392 -0.90383 -1.11596 -1.35 -0.03 0.63 0.391
H 0.09743 -1.09666 0.35068 -0.36 -0.27 1.22 0.296
H 2.28819 -1.41516 1.18115 -1.06 0.53 0.29 0.343
H 1.86363 0.00363 1.63320 -0.61 -1.07 -0.32 0.341
O 1.47894 -0.86477 1.34284 2.03 0.42 0.15 -0.695
H 3.74735 3.58802 -1.20589 -0.82 -0.28 0.01 0.326
H 3.54809 2.09796 -1.19732 -0.49 0.46 -0.06 0.315
O 3.02531 2.92381 -1.18074 1.30 -0.25 0.05 -0.637
H -3.50744 -2.69841 0.60694 -0.27 -1.32 0.43 0.335
H -3.38377 -2.06393 -0.81203 -0.39 -0.65 -0.66 0.341
O -3.38174 -1.90592 0.12215 0.76 2.13 0.14 -0.701
```
Positions in Å, forces in eV/Å.

Record 6
# CH12NO5

A 5-piece molecular cluster, CH12NO5 overall at a distorted geometry (ωB97M-V/def2-TZVPD, the Open Molecules 2025 dataset).

Summary:
Spin multiplicity   1
Charge   -1
HOMO energy   -5.2619 eV
DFT total energy   -476.30665 hartree

```
19
Properties=species:S:1:pos:R:3:forces:R:3:mulliken_charge:R:1
N 1.73235 0.45547 -0.06424 0.16 0.01 0.12 -0.586
C 2.10535 -0.55773 0.90188 -0.12 0.39 -0.54 -0.270
O 1.32137 -0.56397 2.06158 0.89 0.09 0.79 -0.506
H 1.67375 1.33964 0.43915 0.00 -0.13 -0.19 0.247
H 0.80034 0.27611 -0.41400 -0.23 -0.03 -0.07 0.259
H 2.09599 -1.53952 0.42483 -0.07 -0.04 -0.19 0.301
H 3.13402 -0.33402 1.18335 0.02 -0.13 0.37 0.272
H 0.42714 -0.82501 1.85654 -0.81 -0.10 -0.34 0.269
H -1.50854 0.26286 3.47472 0.02 0.04 0.14 0.290
O -1.77967 -0.58395 3.11391 0.20 0.09 -0.31 -0.713
H -1.59178 -0.45943 2.10595 -0.12 -0.08 0.48 0.418
H -2.49138 -0.58206 0.72221 0.13 -0.02 -0.47 0.166
O -1.56484 -0.35146 0.57012 0.03 -0.05 0.01 -1.100
H -1.45609 0.14079 -0.89782 -0.26 0.09 0.07 0.394
H -2.07167 1.28170 -1.79237 -0.19 0.28 0.11 0.248
O -1.47952 0.53735 -1.85203 0.46 -0.40 -0.14 -0.738
H -0.30914 0.70111 -3.38307 0.14 0.08 -0.21 0.407
H 0.72819 -0.00665 -4.25160 0.18 -0.24 0.02 0.301
O 0.23413 0.80876 -4.19912 -0.44 0.16 0.34 -0.659
```
Positions in Å, forces in eV/Å.

Record 7
# CH12O4

A 5-piece molecular cluster, CH12O4 overall at a distorted geometry (ωB97M-V/def2-TZVPD, the Open Molecules 2025 dataset).

Summary:
Spin multiplicity   1
HOMO energy   -11.0382 eV
DFT total energy   -346.24150 hartree

```
17
Properties=species:S:1:pos:R:3:forces:R:3:mulliken_charge:R:1
C 1.73853 2.48614 0.36898 0.90 -0.37 -0.27 -0.787
H 1.65939 2.41101 1.46180 -0.19 0.36 -0.45 0.224
H 0.87645 2.08389 -0.14495 -0.28 -0.17 0.15 0.051
H 2.61119 1.88773 0.07090 -0.26 -0.01 0.08 0.252
H 1.93699 3.48038 -0.03083 -0.16 0.17 0.49 0.278
O -0.17816 -1.61715 -2.25825 0.67 0.36 1.03 -0.643
H -0.00767 -1.83822 -1.31463 -0.55 -0.29 -0.36 0.350
H 0.70476 -1.26000 -2.41615 -0.08 0.09 -0.69 0.322
O -1.60085 -1.13938 1.50605 -1.51 0.45 0.43 -0.618
H -2.11872 -0.61177 0.87904 1.02 0.14 -1.19 0.296
H -2.27977 -1.01852 2.18570 0.57 -0.72 0.85 0.310
O 0.56252 -2.59446 0.33710 -1.06 -0.25 0.44 -0.690
H -0.32030 -2.57602 0.78670 0.94 0.26 -0.40 0.354
H 1.19579 -2.63768 1.05713 0.08 0.08 -0.01 0.300
O -1.75967 0.75401 -0.57450 -0.11 -0.50 -0.26 -0.611
H -1.35306 0.49210 -1.41422 -0.05 -0.10 0.19 0.327
H -1.66742 1.69790 -0.49986 0.08 0.49 -0.04 0.283
```
Positions in Å, forces in eV/Å.

Record 8
# CH12O4S

A 5-piece molecular cluster, CH12O4S overall (ωB97M-V/def2-TZVPD, the Open Molecules 2025 dataset).

Summary:
Spin multiplicity   1
HOMO energy   -8.9092 eV
DFT total energy   -744.43277 hartree

```
18
Properties=species:S:1:pos:R:3:forces:R:3:mulliken_charge:R:1
C 0.81116 0.64777 -1.18363 -0.10 -0.92 -0.13 -0.745
S 2.56070 0.17062 -1.39368 -0.32 -0.19 -0.47 -0.264
H 0.36861 1.02634 -2.10201 0.39 0.86 0.18 0.413
H 0.85624 1.29703 -0.31580 -0.45 0.47 -0.32 0.242
H 0.12837 -0.18019 -0.97580 0.51 -0.27 0.41 0.247
H 2.37511 -0.74645 -2.35642 0.07 0.07 0.03 0.121
O -0.35037 -0.05554 1.96007 -0.66 0.30 0.07 -0.709
H 0.47707 -0.09656 1.48135 0.72 0.02 -0.13 0.310
H -0.68383 -0.94797 1.86613 -0.23 -0.32 0.05 0.345
O -2.18157 1.29684 0.05116 -0.36 0.37 0.29 -0.654
H -1.67643 0.92295 0.79096 0.37 -0.14 0.11 0.417
H -2.98297 1.63726 0.47041 0.13 0.03 -0.19 0.293
O -2.31389 -1.11115 -1.14656 -0.33 0.63 0.04 -0.656
H -2.40821 -0.15282 -0.90548 0.23 -0.79 -0.06 0.382
H -3.22338 -1.39760 -1.28387 0.14 -0.13 -0.05 0.278
O 2.37240 -0.71240 1.54542 0.29 -0.08 0.44 -0.594
H 2.69996 -0.68958 2.44888 -0.27 0.05 0.30 0.273
H 3.17102 -0.90853 1.04885 -0.13 0.05 -0.57 0.301
```
Positions in Å, forces in eV/Å.